# C49H54N7O2P2Rb

C49H54N7O2P2Rb as an isolated structure (the ωB97M-V functional and the def2-TZVPD basis, the OMol25 dataset).

Element x y z (Å)
Rb  0.208  0.492  -0.313
C  1.655  -0.860  -3.221
C  2.704  -0.202  -2.517
C  3.100  -1.082  -1.459
C  2.281  -2.240  -1.558
C  1.410  -2.119  -2.652
C  0.562  -3.226  -3.242
C  1.438  -4.133  -4.123
C  -0.547  -2.643  -4.118
C  -0.054  -4.096  -2.143
C  4.173  -0.970  -0.367
C  3.808  0.065  0.710
C  5.565  -0.675  -0.944
C  4.312  -2.307  0.375
C  3.266  1.124  -3.058
C  2.195  1.855  -3.887
C  4.443  0.846  -4.011
C  3.719  2.135  -2.000
H  1.157  -0.474  -4.100
H  2.335  -3.101  -0.905
H  1.889  -3.550  -4.931
H  0.852  -4.951  -4.564
H  2.249  -4.564  -3.531
H  -0.125  -2.104  -4.970
H  -1.164  -1.943  -3.553
H  -1.193  -3.440  -4.507
H  0.724  -4.608  -1.570
H  -0.716  -4.859  -2.572
H  -0.624  -3.489  -1.439
H  3.717  1.077  0.323
H  4.556  0.079  1.513
H  2.854  -0.200  1.172
H  5.631  0.293  -1.435
H  5.827  -1.438  -1.683
H  6.318  -0.692  -0.146
H  3.385  -2.584  0.878
H  5.092  -2.213  1.140
H  4.589  -3.114  -0.309
H  1.919  1.299  -4.784
H  2.579  2.830  -4.204
H  1.285  2.021  -3.307
H  4.110  0.196  -4.825
H  5.260  0.338  -3.497
H  4.832  1.778  -4.442
H  2.917  2.384  -1.304
H  4.019  3.067  -2.492
H  4.569  1.796  -1.414
C  -3.740  -1.033  2.432
N  -2.352  -1.425  2.107
P  -2.064  -2.440  0.777
C  -3.162  -3.858  1.214
C  -4.491  -4.002  0.832
C  -5.243  -5.092  1.263
C  -4.675  -6.053  2.086
C  -3.348  -5.921  2.476
C  -2.602  -4.836  2.037
C  -2.947  -1.706  -0.647
C  -3.344  -2.528  -1.709
C  -3.873  -1.984  -2.868
C  -3.982  -0.605  -3.004
C  -3.576  0.222  -1.969
C  -3.075  -0.325  -0.792
P  -1.199  -0.178  2.585
C  -1.686  -0.003  4.355
C  -1.881  -1.108  5.181
C  -2.222  -0.933  6.511
C  -2.358  0.353  7.033
C  -2.159  1.455  6.218
C  -1.833  1.275  4.875
C  0.378  -1.084  2.948
C  1.346  -0.257  3.524
C  2.543  -0.777  3.989
C  2.808  -2.133  3.856
C  1.867  -2.960  3.260
C  0.657  -2.442  2.811
H  -4.426  -1.414  1.675
H  -3.860  0.053  2.436
H  -4.032  -1.421  3.410
H  -4.951  -3.257  0.192
H  -6.279  -5.181  0.959
H  -5.260  -6.901  2.421
H  -2.890  -6.665  3.116
H  -1.566  -4.747  2.342
H  -3.224  -3.604  -1.637
H  -4.164  -2.637  -3.684
H  -4.373  -0.176  -3.920
H  -3.647  1.299  -2.054
H  -2.805  0.358  0.005
H  -1.761  -2.107  4.771
H  -2.374  -1.797  7.149
H  -2.613  0.490  8.078
H  -2.254  2.457  6.619
H  -1.677  2.134  4.232
H  1.160  0.802  3.627
H  3.260  -0.103  4.442
H  3.756  -2.539  4.191
H  2.077  -4.015  3.125
H  -0.053  -3.104  2.340
N  1.505  3.987  0.307
C  1.596  3.277  1.488
O  1.002  2.187  1.573
C  2.356  3.859  2.556
C  2.949  5.143  2.416
N  3.399  6.202  2.291
C  2.547  3.134  3.762
N  2.707  2.550  4.748
H  1.771  4.960  0.329
H  0.652  3.802  -0.205
O  -1.738  2.734  -0.794
N  -2.231  3.886  -0.747
C  -3.358  4.043  -0.051
C  -3.999  2.983  0.673
N  -4.555  2.182  1.287
C  -3.942  5.358  -0.034
N  -4.427  6.404  -0.011

As for the energy above the lowest of the compared OMol25 structures with the same formula, charge and spin: 52.1 kJ/mol. The total charge is -2. The calculation puts the HOMO energy at -1.87 eV. The calculation puts the orbital gap at 5.324 eV. The total energy comes out at -85450.11482 eV.